Molecular formula: C29H81N6O9
Method: DFT, the ωB97M-V functional and the def2-TZVPD basis

HOMO = -1.71 eV
multiplicity = 1
LUMO = 0.0787 Ha
energy above the lowest of the compared OMol25 structures with the same formula, charge and spin = 0.0 kJ/mol
HOMO-LUMO gap = 0.142 Eh
net charge = -1

Bonds (Å) are listed after each position.
Atoms and positions in Å:
1 C -1.6621 -2.2139 1.3629  O2 1.421, H3 1.090, H4 1.090, H5 1.090
2 O -2.2784 -0.9414 1.5070  C1 1.421
3 H -0.5882 -2.1421 1.1907  C1 1.090
4 H -1.7497 -2.8337 2.2553  C1 1.090
5 H -2.1248 -2.8867 0.6408  C1 1.090
6 C 6.3433 -1.2542 4.9858  C7 1.512, H12 1.090, H13 1.090, H14 1.090
7 C 6.7720 -2.4297 4.1374  C6 1.512, C8 1.566, N11 1.499, H15 1.090
8 C 5.7304 -3.5682 3.8696  C7 1.566, O9 1.385, H16 1.090, H17 1.090
9 O 5.4280 -4.2772 5.0200  C8 1.385, C10 1.421
10 C 4.0922 -4.7599 4.9797  O9 1.421, H18 1.090, H19 1.090, H20 1.090
11 N 7.2193 -1.8087 2.8489  C7 1.499, H21 1.010, H22 1.010
12 H 7.0072 -0.3901 5.0110  C6 1.090
13 H 6.2123 -1.4986 6.0399  C6 1.090
14 H 5.3708 -0.8936 4.6505  C6 1.090
15 H 7.6229 -2.9022 4.6281  C7 1.090
16 H 6.1814 -4.1488 3.0648  C8 1.090
17 H 4.8379 -3.1203 3.4327  C8 1.090
18 H 3.7744 -5.1778 5.9350  C10 1.090
19 H 4.0179 -5.4951 4.1784  C10 1.090
20 H 3.4400 -3.9337 4.6971  C10 1.090
21 H 6.5763 -1.5006 2.1335  N11 1.010
22 H 7.7255 -0.9688 3.0908  N11 1.010
23 C -6.5799 6.0674 6.0989  C24 1.494, H29 1.090, H30 1.090, H31 1.090
24 C -6.3194 6.6185 4.7351  C23 1.494, C25 1.527, N28 1.487, H32 1.090
25 C -4.8820 7.0833 4.5141  C24 1.527, O26 1.424, H33 1.090, H34 1.090
26 O -4.5796 7.5774 3.2136  C25 1.424, C27 1.364
27 C -5.0334 8.8599 3.1135  O26 1.364, H35 1.090, H36 1.090, H37 1.090
28 N -6.4277 5.4291 3.8487  C24 1.487, H38 1.010, H39 1.010
29 H -6.0015 6.5780 6.8689  C23 1.090
30 H -6.3237 5.0133 6.2056  C23 1.090
31 H -7.6351 6.0700 6.3720  C23 1.090
32 H -7.0235 7.4178 4.5038  C24 1.090
33 H -4.3328 6.1505 4.6418  C25 1.090
34 H -4.7010 7.7725 5.3389  C25 1.090
35 H -5.9934 9.0359 3.5989  C27 1.090
36 H -5.0962 9.1273 2.0587  C27 1.090
37 H -4.4483 9.6151 3.6385  C27 1.090
38 H -7.3114 4.9786 4.0390  N28 1.010
39 H -5.9688 4.6570 4.3106  N28 1.010
40 C -4.4095 -2.4920 -6.5015  C41 1.513, H46 1.090, H47 1.090, H48 1.090
41 C -3.6638 -1.2038 -6.7706  C40 1.513, C42 1.523, N45 1.445, H49 1.090
42 C -3.0904 -1.2313 -8.1813  C41 1.523, O43 1.434, H50 1.090, H51 1.090
43 O -1.9974 -0.3071 -8.0915  C42 1.434, C44 1.431
44 C -1.5886 0.1604 -9.3812  O43 1.431, H52 1.090, H53 1.090, H54 1.090
45 N -4.5347 -0.0735 -6.5401  C41 1.445, H55 1.010, H56 1.010
46 H -4.9136 -2.4428 -5.5363  C40 1.090
47 H -3.8325 -3.4156 -6.5484  C40 1.090
48 H -5.1955 -2.6445 -7.2411  C40 1.090
49 H -2.9921 -1.2216 -5.9124  C41 1.090
50 H -3.8669 -0.9044 -8.8729  C42 1.090
51 H -2.7841 -2.2349 -8.4763  C42 1.090
52 H -0.9276 -0.5788 -9.8336  C44 1.090
53 H -1.0811 1.1235 -9.3257  C44 1.090
54 H -2.3949 0.3671 -10.0850  C44 1.090
55 H -5.4178 -0.5225 -6.3438  N45 1.010
56 H -4.7653 0.3901 -7.4073  N45 1.010
57 C 2.1121 -11.8844 -4.1176  C58 1.510, H63 1.090, H64 1.090, H65 1.090
58 C 1.4619 -10.6060 -4.5900  C57 1.510, C59 1.616, N62 1.445, H66 1.090
59 C 2.3241 -9.2394 -4.5780  C58 1.616, O60 1.417, H67 1.090, H68 1.090
60 O 3.0759 -9.1053 -3.3844  C59 1.417, C61 1.430
61 C 2.3162 -8.8696 -2.1956  O60 1.430, H69 1.090, H70 1.090, H71 1.090
62 N 0.9175 -10.8751 -5.9006  C58 1.445, H72 1.010, H73 1.010
63 H 2.5475 -11.6581 -3.1443  C57 1.090
64 H 2.8431 -12.0921 -4.8991  C57 1.090
65 H 1.3789 -12.6895 -4.0692  C57 1.090
66 H 0.6019 -10.3798 -3.9596  C58 1.090
67 H 1.7065 -8.3444 -4.6544  C59 1.090
68 H 3.0598 -9.3559 -5.3737  C59 1.090
69 H 2.8933 -8.7833 -1.2749  C61 1.090
70 H 1.5720 -9.6593 -2.0933  C61 1.090
71 H 1.7585 -7.9353 -2.2594  C61 1.090
72 H 0.4616 -11.7763 -5.9042  N62 1.010
73 H 1.6328 -10.9255 -6.6119  N62 1.010
74 C 3.2515 0.4191 -4.3179  C75 1.527, H80 1.090, H81 1.090, H82 1.090
75 C 3.2386 1.9437 -4.3956  C74 1.527, C76 1.549, N79 1.478, H83 1.090
76 C 4.1264 2.4036 -5.5789  C75 1.549, O77 1.409, H84 1.090, H85 1.090
77 O 4.1729 3.8107 -5.5324  C76 1.409, C78 1.446
78 C 5.3026 4.2809 -6.3032  O77 1.446, H86 1.090, H87 1.090, H88 1.090
79 N 1.8860 2.4988 -4.6151  C75 1.478, H89 1.010, H90 1.010
80 H 2.8506 -0.0588 -5.2118  C74 1.090
81 H 2.5655 -0.1187 -3.6634  C74 1.090
82 H 4.2317 0.0407 -4.0281  C74 1.090
83 H 3.5582 2.3165 -3.4225  C75 1.090
84 H 3.7373 2.0644 -6.5389  C76 1.090
85 H 5.0742 1.8815 -5.4475  C76 1.090
86 H 5.1133 3.8503 -7.2865  C78 1.090
87 H 6.2510 3.9518 -5.8787  C78 1.090
88 H 5.3146 5.3642 -6.4238  C78 1.090
89 H 2.1399 3.3697 -5.0591  N79 1.010
90 H 1.4842 1.9437 -5.3570  N79 1.010
91 C 3.0068 6.3424 1.5737  C92 1.557, H97 1.090, H98 1.090, H99 1.090
92 C 1.7175 6.7876 0.8227  C91 1.557, C93 1.607, N96 1.441, H100 1.090
93 C 1.8956 7.5282 -0.5923  C92 1.607, O94 1.505, H101 1.090, H102 1.090
94 O 0.6111 7.7682 -1.3395  C93 1.505, C95 1.405
95 C 0.9078 8.5113 -2.4939  O94 1.405, H103 1.090, H104 1.090, H105 1.090
96 N 0.9399 5.5770 0.7492  C92 1.441, H106 1.010, H107 1.010
97 H 2.7657 5.6326 2.3650  C91 1.090
98 H 3.5765 7.1856 1.9643  C91 1.090
99 H 3.6583 5.8724 0.8371  C91 1.090
100 H 1.2513 7.4917 1.5120  C92 1.090
101 H 2.5374 6.9450 -1.2526  C93 1.090
102 H 2.4612 8.4322 -0.3666  C93 1.090
103 H 1.2855 9.4598 -2.1122  C95 1.090
104 H 0.0361 8.6021 -3.1420  C95 1.090
105 H 1.6399 8.1161 -3.1982  C95 1.090
106 H 0.7515 5.3519 1.7156  N96 1.010
107 H 1.4949 4.8090 0.3995  N96 1.010
108 C 0.5972 0.3220 8.8920  C109 1.549, H111 1.090, H112 1.090, H113 1.090
109 C -0.5753 0.2155 7.8850  C108 1.549, O110 1.477, H114 1.090, H115 1.090
110 O -0.4391 1.3407 6.9375  C109 1.477, H116 0.960
111 H 1.5946 0.2220 8.4637  C108 1.090
112 H 0.5205 -0.3641 9.7355  C108 1.090
113 H 0.5697 1.2872 9.3976  C108 1.090
114 H -1.5044 0.2635 8.4529  C109 1.090
115 H -0.4500 -0.7666 7.4291  C109 1.090
116 H -0.6372 0.9934 6.0647  O110 0.960
117 C -6.3484 -4.1178 7.3119  C118 1.490, H120 1.090, H121 1.090, H122 1.090
118 C -7.3655 -3.2474 6.6565  C117 1.490, O119 1.431, H123 1.090, H124 1.090
119 O -6.8533 -1.9531 6.3250  C118 1.431, H125 0.960
120 H -6.8917 -4.9444 7.7699  C117 1.090
121 H -5.8495 -3.6162 8.1411  C117 1.090
122 H -5.6974 -4.5692 6.5633  C117 1.090
123 H -8.2477 -3.0580 7.2681  C118 1.090
124 H -7.7228 -3.7929 5.7831  C118 1.090
125 H -6.0349 -2.0847 5.8408  O119 0.960

Here are the Mulliken charges for atoms 1 to 99, given in e:
1. C -0.5329
2. O -0.8996
3. H 0.1385
4. H 0.1409
5. H 0.1574
6. C -1.4238
7. C 0.6656
8. C -0.7204
9. O -0.3173
10. C -0.6876
11. N -0.7055
12. H 0.4013
13. H 0.3121
14. H 0.3077
15. H 0.1451
16. H 0.3096
17. H 0.3612
18. H 0.2428
19. H 0.2852
20. H 0.3399
21. H 0.2419
22. H 0.2413
23. C -1.4944
24. C 0.5924
25. C -0.7181
26. O -0.2967
27. C -0.7211
28. N -0.8094
29. H 0.3385
30. H 0.3626
31. H 0.3673
32. H 0.3018
33. H 0.3316
34. H 0.3920
35. H 0.2658
36. H 0.2734
37. H 0.2987
38. H 0.2643
39. H 0.2512
40. C -1.7737
41. C 0.5098
42. C -0.6098
43. O -0.2678
44. C -0.7760
45. N -0.6313
46. H 0.4367
47. H 0.3966
48. H 0.4162
49. H 0.2290
50. H 0.3380
51. H 0.3525
52. H 0.2955
53. H 0.2679
54. H 0.3139
55. H 0.2261
56. H 0.2755
57. C -1.2256
58. C 0.2903
59. C -0.5585
60. O -0.3581
61. C -0.6628
62. N -0.7109
63. H 0.3097
64. H 0.3132
65. H 0.3812
66. H 0.2444
67. H 0.3334
68. H 0.3165
69. H 0.2468
70. H 0.2635
71. H 0.3046
72. H 0.2438
73. H 0.2685
74. C -1.5084
75. C 0.4258
76. C -0.6629
77. O -0.2917
78. C -0.7520
79. N -0.7014
80. H 0.3125
81. H 0.4296
82. H 0.3607
83. H 0.2457
84. H 0.3163
85. H 0.4144
86. H 0.3152
87. H 0.2783
88. H 0.2499
89. H 0.3173
90. H 0.2507
91. C -1.4565
92. C 0.3876
93. C -0.7794
94. O -0.2988
95. C -0.6792
96. N -0.6491
97. H 0.4031
98. H 0.3598
99. H 0.3706